Here is a structure of composition C37H76N5NiO10 in a non-equilibrium geometry from the Open Molecules 2025 dataset. Energies are from ωB97M-V with the def2-TZVPD basis set.

The geometry in ORCA input format:
```
! wB97M-V def2-TZVPD RIJCOSX def2/J DEFGRID3
* xyz 0 4
Ni 0.28 1.96 2.56
C 0.15 0.47 0.52
O 0.53 0.23 1.64
O 0.80 0.54 -0.54
O -0.55 1.44 0.71
N -1.70 4.49 1.64
O -1.43 4.73 0.43
O -0.85 3.78 2.26
O -2.81 4.67 2.07
C 2.76 0.56 -3.46
C 3.80 1.67 -3.55
C 3.90 1.94 -5.07
C 4.58 3.27 -5.35
C 3.77 4.42 -4.74
C 3.82 4.25 -3.16
N 3.26 2.92 -2.79
O 3.08 2.66 -1.42
C 5.25 4.49 -2.63
C 2.84 5.29 -2.58
C 5.25 1.10 -3.06
H 1.75 0.99 -3.43
H 2.79 -0.02 -2.54
H 2.94 -0.19 -4.23
H 4.55 1.19 -5.52
H 2.95 1.99 -5.61
H 4.60 3.29 -6.44
H 5.61 3.43 -5.01
H 2.82 4.44 -5.29
H 4.25 5.34 -5.07
H 5.47 4.54 -1.56
H 5.99 3.81 -3.05
H 5.63 5.47 -2.94
H 2.80 5.24 -1.49
H 2.90 6.34 -2.87
H 1.89 5.11 -3.08
H 5.15 0.69 -2.06
H 6.08 1.80 -3.16
H 5.60 0.34 -3.75
H 3.99 2.63 -1.12
C -1.40 -0.29 -3.89
C -2.86 0.17 -3.46
C -3.12 -0.81 -2.29
C -4.43 -0.51 -1.45
C -4.38 0.88 -0.92
C -4.05 2.05 -1.95
N -2.89 1.60 -2.84
O -2.35 2.56 -3.63
C -5.33 2.35 -2.72
C -3.57 3.15 -1.14
C -3.86 0.06 -4.62
H -1.22 0.43 -4.69
H -1.30 -1.30 -4.28
H -0.56 -0.11 -3.23
H -3.26 -1.74 -2.84
H -2.21 -0.84 -1.69
H -4.28 -1.24 -0.66
H -5.33 -0.72 -2.03
H -3.59 0.91 -0.18
H -5.28 1.05 -0.34
H -6.19 2.04 -2.13
H -5.51 3.42 -2.83
H -5.37 2.04 -3.77
H -4.45 3.66 -0.74
H -2.98 2.85 -0.27
H -3.18 4.01 -1.67
H -3.94 0.82 -5.40
H -4.88 -0.16 -4.32
H -3.58 -0.80 -5.22
H -2.89 2.44 -4.41
C 2.10 -5.44 1.60
C 1.41 -4.37 0.72
C 1.39 -4.79 -0.80
C 0.41 -5.88 -1.25
C -0.93 -5.37 -0.84
C -1.12 -5.09 0.65
N 0.02 -4.18 1.15
O -0.18 -3.38 2.18
C -2.44 -4.36 0.70
C -1.40 -6.43 1.40
C 2.18 -3.07 0.84
H 2.31 -5.03 2.59
H 3.02 -5.83 1.17
H 1.48 -6.28 1.94
H 1.24 -3.92 -1.43
H 2.41 -5.15 -0.94
H 0.65 -6.76 -0.66
H 0.36 -6.06 -2.32
H -1.64 -6.18 -1.00
H -1.20 -4.59 -1.56
H -3.25 -5.04 0.43
H -2.76 -4.13 1.72
H -2.56 -3.38 0.24
H -2.23 -7.03 1.01
H -0.50 -7.05 1.37
H -1.45 -6.40 2.48
H 1.48 -2.24 0.69
H 3.06 -3.08 0.19
H 2.44 -3.00 1.90
H 0.01 -2.57 1.70
C 1.11 0.60 6.89
C 0.96 0.28 5.39
C 0.80 -1.26 5.28
C -0.55 -1.78 5.61
C -1.63 -1.00 4.84
C -1.61 0.58 4.82
N -0.16 1.07 4.65
O -0.01 2.46 4.67
C -2.56 1.11 3.75
C -2.20 1.14 6.05
C 2.39 0.36 4.81
H 1.77 -0.07 7.43
H 1.49 1.61 7.08
H 0.13 0.56 7.37
H 1.02 -1.62 4.28
H 1.53 -1.66 5.99
H -0.58 -2.74 5.10
H -0.74 -1.83 6.68
H -2.66 -1.32 5.00
H -1.51 -1.37 3.82
H -2.68 2.19 3.78
H -3.55 0.71 3.97
H -2.39 0.76 2.73
H -2.00 2.20 5.91
H -1.78 0.68 6.94
H -3.28 0.99 6.06
H 2.51 0.11 3.76
H 2.70 1.41 4.85
H 3.18 -0.10 5.40
H -0.27 2.78 5.53
*
```

Summary:
LUMO energy (alpha / beta)	-0.63 / -2.41	eV
E_HOMO (alpha / beta)	-7.267 / -7.266	eV
orbital gap (alpha / beta)	6.637 / 4.854	eV